Formula: C3H9NO3S
Source: the OMol25 dataset
Level of theory: ωB97M-V/def2-TZVPD

Geometry as ORCA input:
```
! wB97M-V def2-TZVPD RIJCOSX def2/J DEFGRID3
* xyz 1 2
O 1.80 -1.27 0.82
C 0.96 -0.95 0.04
O 0.54 -1.67 -1.01
C 0.24 0.42 -0.02
C 0.90 1.40 1.00
S -0.35 2.18 1.98
N 0.33 0.98 -1.37
H 0.78 -2.61 -1.09
H -0.79 0.27 0.23
H 1.41 2.14 0.40
H 1.72 0.95 1.59
H -1.09 2.84 1.11
H 1.19 0.89 -1.91
H -0.34 0.50 -1.96
H -2.65 -1.90 -0.66
H -2.12 -2.49 0.59
O -2.54 -1.67 0.27
*
```

- gap between HOMO and LUMO (spin up / spin down) (Ha) = 0.4103 / 0.1802
- strongest force on any atom (eV Å⁻¹) = 2.150
- HOMO energy (spin up / spin down) (eV) = -14.307 / -13.793
- relative energy (zero: lowest compared OMol25 entry of this formula, charge and spin) (kJ/mol) = 79.8
- energy (eV) = -21715.7331

***

Formula: CH6N4OS
Source: the OMol25 dataset
Level of theory: ωB97M-V/def2-TZVPD

Geometry as ORCA input:
```
! wB97M-V def2-TZVPD RIJCOSX def2/J DEFGRID3
* xyz 0 1
C 0.92 0.78 1.29
N -2.50 -0.13 0.58
N -0.96 -0.66 -1.64
N 2.22 0.92 1.12
N 0.28 0.18 0.33
O 0.37 1.18 2.36
S -1.20 0.15 -0.35
H -2.63 0.59 1.33
H -1.74 -0.71 -2.25
H 2.71 0.43 0.39
H 2.78 1.06 2.04
H 0.08 -1.87 -2.94
H -0.35 -1.93 -2.26
*
```

- gap between HOMO and LUMO (Ha) = 0.2563
- strongest force on any atom (eV Å⁻¹) = 7.117
- HOMO energy (eV) = -9.560
- relative energy (zero: lowest compared OMol25 entry of this formula, charge and spin) (kJ/mol) = 398.4
- energy (eV) = -19971.1002

***

Formula: C4H14N
Source: the OMol25 dataset
Level of theory: ωB97M-V/def2-TZVPD

Geometry as ORCA input:
```
! wB97M-V def2-TZVPD RIJCOSX def2/J DEFGRID3
* xyz 1 1
C -2.30 0.81 0.48
N -1.01 1.40 0.08
H -2.14 -0.07 1.08
H -2.78 1.59 1.15
H -2.86 0.58 -0.35
H -0.43 0.63 -0.24
H -0.49 1.83 0.85
H -1.09 2.07 -0.70
C 1.90 0.30 -0.11
C 1.13 -0.96 0.40
C 0.55 -1.77 -0.81
H 2.90 0.09 -0.46
H 1.93 1.06 0.71
H 1.34 0.73 -0.93
H 0.28 -0.70 1.11
H 1.82 -1.57 1.02
H -0.20 -2.52 -0.44
H 0.08 -1.16 -1.56
H 1.38 -2.35 -1.27
*
```

- gap between HOMO and LUMO (Ha) = 0.4318
- strongest force on any atom (eV Å⁻¹) = 4.032
- HOMO energy (eV) = -15.431
- relative energy (zero: lowest compared OMol25 entry of this formula, charge and spin) (kJ/mol) = 76.8
- energy (eV) = -5858.0578

***

Formula: C4H12N2S
Source: the OMol25 dataset
Level of theory: ωB97M-V/def2-TZVPD

Geometry as ORCA input:
```
! wB97M-V def2-TZVPD RIJCOSX def2/J DEFGRID3
* xyz 0 1
N -1.30 0.46 -0.86
C -0.03 0.31 -0.18
C -0.05 0.36 1.36
S -1.15 1.58 2.12
C 0.69 -0.96 -0.59
N 1.01 -0.99 -2.00
C 2.04 -1.98 -2.32
H -1.72 1.35 -0.59
H -1.95 -0.24 -0.49
H 0.64 1.12 -0.52
H -0.39 -0.60 1.75
H 0.97 0.49 1.71
H -2.22 0.78 2.21
H 0.05 -1.82 -0.37
H 1.61 -1.02 0.02
H 1.28 -0.09 -2.37
H 2.28 -1.91 -3.38
H 1.67 -2.98 -2.11
H 2.96 -1.83 -1.74
*
```

- gap between HOMO and LUMO (Ha) = 0.3485
- strongest force on any atom (eV Å⁻¹) = 0.802
- SMILES = CNC[C@@H](N)CS
- HOMO energy (eV) = -8.662
- relative energy (zero: lowest compared OMol25 entry of this formula, charge and spin) (kJ/mol) = 36.0
- energy (eV) = -18157.6455

***

Formula: C64H69AlBN4O3P2Sb
Source: the OMol25 dataset
Level of theory: ωB97M-V/def2-TZVPD

Geometry as ORCA input:
```
! wB97M-V def2-TZVPD RIJCOSX def2/J DEFGRID3
* xyz 2 1
Al 0.53 -0.81 0.56
C 10.72 -9.33 0.16
O 10.81 -7.92 0.14
C 9.69 -7.20 -0.02
C 9.85 -5.81 0.00
C 8.77 -4.98 -0.14
C 7.48 -5.51 -0.32
C 7.33 -6.89 -0.36
C 8.42 -7.73 -0.21
C 6.31 -4.66 -0.42
N 5.09 -5.06 -0.69
C 4.28 -3.97 -0.56
C 5.03 -2.86 -0.20
N 6.31 -3.30 -0.14
C 4.41 -1.55 0.02
C 4.89 -0.24 -0.67
C 4.75 -0.28 0.80
C 3.37 0.35 1.08
N 2.39 -0.72 0.90
C 2.97 -1.67 0.19
C 2.21 -2.78 -0.27
N 0.87 -2.61 -0.22
C 0.11 -3.60 -0.67
C 0.66 -4.79 -1.16
C 2.03 -4.98 -1.17
C 2.85 -3.94 -0.70
H 11.73 -9.69 0.32
H 10.34 -9.72 -0.79
H 10.08 -9.68 0.98
H 10.85 -5.41 0.13
H 8.93 -3.91 -0.14
H 6.34 -7.31 -0.51
H 8.27 -8.80 -0.24
H 7.13 -2.77 0.11
H 5.86 -0.31 -1.15
H 5.55 -0.19 1.52
H 3.31 0.78 2.06
H -0.96 -3.45 -0.64
H 0.00 -5.56 -1.52
H 2.48 -5.89 -1.52
C -7.11 -4.98 0.41
C -6.70 -3.54 0.11
C -6.74 -3.34 -1.42
C -7.70 -2.59 0.79
C -5.30 -3.21 0.63
C -4.60 -4.08 1.47
C -3.33 -3.80 1.96
C -2.76 -2.61 1.56
O -1.49 -2.10 1.77
B -1.43 -0.89 1.08
O -2.63 -0.65 0.45
C -3.45 -1.73 0.74
C -4.72 -2.00 0.28
H -8.10 -5.17 -0.01
H -7.19 -5.16 1.49
H -6.42 -5.70 -0.02
H -7.67 -3.73 -1.82
H -5.92 -3.88 -1.89
H -6.67 -2.29 -1.69
H -8.71 -2.82 0.45
H -7.49 -1.55 0.55
H -7.66 -2.72 1.87
H -5.04 -5.02 1.76
H -2.80 -4.49 2.61
H -5.24 -1.29 -0.36
C -5.77 3.45 -0.12
C -4.59 2.74 0.52
C -5.05 1.54 1.34
Sb -2.96 2.14 -0.87
C -3.87 0.92 -2.50
C -5.21 1.44 -3.02
C -2.82 0.78 -3.59
C -2.46 4.08 -1.81
C -2.38 5.12 -0.70
C -3.37 4.54 -2.94
H -6.41 3.87 0.66
H -6.37 2.77 -0.72
H -5.45 4.28 -0.76
H -4.06 3.44 1.18
H -5.58 0.82 0.72
H -5.75 1.87 2.12
H -4.22 1.03 1.83
H -4.02 -0.05 -2.02
H -5.13 2.45 -3.42
H -5.97 1.42 -2.25
H -5.55 0.79 -3.84
H -2.65 1.73 -4.11
H -3.15 0.06 -4.34
H -1.87 0.43 -3.19
H -1.45 3.90 -2.21
H -3.37 5.35 -0.30
H -1.95 6.05 -1.09
H -1.75 4.79 0.13
H -4.40 4.69 -2.59
H -3.39 3.83 -3.76
H -3.02 5.50 -3.33
C 1.76 4.41 0.27
P 0.55 2.98 0.31
C 1.64 1.60 -0.32
C 0.96 0.76 -1.16
C 1.64 -0.13 -2.11
C 2.96 -0.11 -2.22
C 3.85 0.68 -1.31
C 3.12 1.36 -0.09
C 0.22 2.35 2.01
C -1.12 2.23 2.37
C -1.49 1.59 3.54
C -0.52 1.03 4.36
C 0.83 1.18 4.04
C 1.19 1.86 2.88
P 2.29 5.75 1.47
C 0.71 6.28 2.23
C 0.38 6.25 3.58
C -0.82 6.79 4.02
C -1.68 7.41 3.13
C -1.32 7.52 1.80
C -0.14 6.96 1.35
C 3.28 4.89 2.76
C 2.82 4.17 3.86
C 3.70 3.73 4.83
C 5.06 3.98 4.71
C 5.54 4.67 3.60
C 4.65 5.12 2.64
H 1.32 5.00 -0.54
H 2.71 4.03 -0.14
H -0.08 1.00 -1.39
H 1.03 -0.71 -2.80
H 3.46 -0.67 -3.00
H 4.38 1.42 -1.91
H 3.63 2.29 0.16
H -1.88 2.67 1.73
H -2.53 1.53 3.82
H -0.80 0.49 5.26
H 1.58 0.80 4.71
H 2.23 2.09 2.69
H 1.06 5.84 4.31
H -1.08 6.74 5.07
H -2.61 7.84 3.48
H -1.96 8.06 1.11
H 0.15 7.07 0.31
H 1.76 3.96 3.97
H 3.33 3.19 5.69
H 5.74 3.67 5.49
H 6.60 4.87 3.51
H 5.02 5.67 1.79
*
```

- gap between HOMO and LUMO (Ha) = 0.1471
- strongest force on any atom (eV Å⁻¹) = 1.396
- HOMO energy (eV) = -11.036
- relative energy (zero: lowest compared OMol25 entry of this formula, charge and spin) (kJ/mol) = 0.0
- energy (eV) = -111968.0872

***

Formula: C47H63HfI2N2O7
Source: the OMol25 dataset
Level of theory: ωB97M-V/def2-TZVPD

Geometry as ORCA input:
```
! wB97M-V def2-TZVPD RIJCOSX def2/J DEFGRID3
* xyz 1 1
Hf -0.44 -2.71 -0.38
C -1.73 -2.86 -3.68
O -1.11 -2.15 -2.58
C -1.01 -0.76 -2.87
C 0.16 -0.29 -3.48
C 1.43 -1.11 -3.55
C 2.29 -0.74 -2.35
C 3.11 0.37 -2.40
C 3.84 0.81 -1.30
C 3.72 0.07 -0.13
C 2.91 -1.06 -0.05
C 2.88 -1.87 1.23
C 1.84 -1.57 2.30
C 2.19 -1.85 3.61
C 1.27 -1.81 4.66
C -0.04 -1.52 4.34
C -0.46 -1.23 3.04
C -1.97 -1.17 2.81
C -2.55 -0.31 1.72
C -3.03 0.94 2.05
C -3.66 1.79 1.13
C -3.77 1.31 -0.17
C -3.28 0.06 -0.54
C -3.38 -0.40 -1.98
C -2.13 0.04 -2.71
C -2.06 1.36 -3.16
C -0.93 1.86 -3.80
C 0.17 1.02 -3.93
C -0.87 3.28 -4.36
C -0.68 3.21 -5.88
C 0.32 4.02 -3.73
C -2.14 4.08 -4.07
C -2.67 -0.75 0.40
O -2.20 -1.98 0.02
C -4.22 3.14 1.57
C -5.30 2.90 2.64
C -3.09 3.99 2.18
C -4.84 3.91 0.41
C 0.52 -1.20 2.06
O 0.15 -0.87 0.72
C 0.21 0.55 0.42
C 1.73 -2.14 6.08
C 0.58 -2.06 7.09
C 2.29 -3.58 6.10
C 2.83 -1.16 6.50
C 2.18 -1.45 -1.16
O 1.34 -2.54 -1.08
C 4.71 2.06 -1.40
C 3.80 3.28 -1.65
C 5.52 2.31 -0.13
C 5.69 1.91 -2.57
H -1.37 -2.44 -4.61
H -2.81 -2.74 -3.63
H -1.45 -3.90 -3.61
H 1.97 -0.88 -4.46
H 1.20 -2.17 -3.54
H 3.19 0.91 -3.34
H 4.27 0.35 0.76
H 3.87 -1.80 1.69
H 2.75 -2.92 0.96
H 3.22 -2.15 3.81
H -0.81 -1.55 5.11
H -2.41 -0.85 3.75
H -2.29 -2.21 2.67
H -2.93 1.27 3.08
H -4.25 1.91 -0.93
H -4.25 0.05 -2.45
H -3.49 -1.48 -2.00
H -2.93 1.98 -3.02
H 1.07 1.38 -4.41
H 0.24 2.69 -6.15
H -0.62 4.22 -6.30
H -1.51 2.69 -6.35
H 1.27 3.56 -4.00
H 0.24 4.04 -2.64
H 0.35 5.06 -4.08
H -3.02 3.62 -4.53
H -2.04 5.08 -4.48
H -2.32 4.18 -2.99
H -4.89 2.41 3.52
H -6.10 2.27 2.24
H -5.74 3.85 2.95
H -2.63 3.50 3.04
H -3.48 4.95 2.50
H -2.31 4.17 1.44
H -5.68 3.36 -0.03
H -4.11 4.13 -0.37
H -5.23 4.86 0.78
H 1.23 0.89 0.56
H -0.48 1.08 1.07
H -0.08 0.67 -0.62
H -0.21 -2.78 6.86
H 0.15 -1.06 7.12
H 0.96 -2.29 8.09
H 1.54 -4.29 5.74
H 2.56 -3.86 7.12
H 3.18 -3.67 5.48
H 2.45 -0.13 6.51
H 3.69 -1.20 5.83
H 3.17 -1.40 7.51
H 3.10 3.41 -0.82
H 3.23 3.16 -2.57
H 4.40 4.19 -1.74
H 4.87 2.50 0.73
H 6.15 3.19 -0.26
H 6.17 1.47 0.10
H 5.18 1.86 -3.53
H 6.30 1.01 -2.46
H 6.36 2.77 -2.61
N -1.86 -4.53 -0.87
N -2.13 -5.04 0.43
C -1.60 -4.43 1.57
O -2.11 -4.63 2.63
O -0.48 -3.71 1.35
H -2.69 -4.08 -1.24
H -1.58 -5.30 -1.48
H -3.02 -5.49 0.61
O 0.45 -4.70 -2.77
H 1.28 -4.21 -2.67
H 0.68 -5.45 -3.32
I 1.22 -5.44 0.38
I 2.79 -6.99 -1.17
*
```

- gap between HOMO and LUMO (Ha) = 0.2655
- strongest force on any atom (eV Å⁻¹) = 1.775
- HOMO energy (eV) = -10.726
- relative energy (zero: lowest compared OMol25 entry of this formula, charge and spin) (kJ/mol) = 84.2
- energy (eV) = -84584.6212